Entry 1:
C31H54AsO4P2S4SbSn as an isolated structure, computed with ωB97M-V/def2-TZVPD.

Each line ends with the Mulliken charge.
Cartesian coordinates (Å):
Sn -0.60 0.56 -0.90  1.46
S -3.77 4.32 -1.61  -0.71
Sb -3.27 2.18 -2.21  0.47
S -1.18 2.05 -3.23  -0.72
S -2.83 0.85 -0.08  -0.80
S -4.77 0.98 -3.41  -0.70
C -1.01 -3.44 -0.82  -1.98
C -0.15 -3.32 -2.08  2.46
C 1.28 -2.93 -1.73  -1.89
C -0.17 -4.68 -2.77  -1.83
P -0.94 -1.83 -2.96  0.50
C -2.61 -2.53 -3.26  0.69
C -3.64 -2.06 -2.45  -0.77
C -4.91 -2.62 -2.51  -0.63
C -5.17 -3.67 -3.38  -0.55
C -4.16 -4.14 -4.20  -0.71
C -2.90 -3.57 -4.16  -0.34
C -0.18 -1.57 -4.68  1.86
C -1.27 -0.92 -5.53  -1.64
C 0.96 -0.56 -4.48  -1.53
C 0.40 -2.79 -5.40  -1.89
H -0.52 -4.10 -0.10  0.59
H -2.00 -3.83 -1.05  0.38
H -1.11 -2.48 -0.32  0.25
H 1.73 -3.68 -1.07  0.55
H 1.30 -1.99 -1.17  0.24
H 1.90 -2.83 -2.62  0.20
H 0.20 -5.42 -2.06  0.56
H 0.47 -4.72 -3.66  0.26
H -1.18 -4.97 -3.05  0.34
H -3.45 -1.25 -1.76  0.41
H -5.70 -2.21 -1.89  0.46
H -6.15 -4.12 -3.42  0.34
H -4.35 -4.96 -4.89  0.43
H -2.13 -3.94 -4.82  0.12
H -1.72 -0.08 -5.00  0.25
H -2.07 -1.62 -5.79  0.28
H -0.84 -0.53 -6.46  0.51
H 0.55 0.38 -4.12  0.00
H 1.47 -0.37 -5.43  0.54
H 1.69 -0.93 -3.76  0.21
H -0.32 -3.59 -5.53  0.22
H 1.27 -3.19 -4.87  0.33
H 0.73 -2.49 -6.40  0.55
C -0.39 5.93 0.12  -1.29
As -0.41 3.98 -0.21  0.26
C 1.48 3.84 -0.79  -0.92
C -0.28 3.31 1.67  0.09
C 0.34 4.17 2.71  0.38
C -0.41 4.67 3.77  -0.40
C 0.18 5.44 4.77  -0.60
C 1.53 5.74 4.72  -0.40
C 2.29 5.28 3.65  -0.94
C 1.70 4.51 2.66  0.41
H 0.41 6.21 0.80  0.36
H -1.36 6.23 0.52  0.33
H -0.25 6.42 -0.84  0.40
H 2.13 4.59 -0.33  0.41
H 1.50 3.98 -1.87  0.47
H 1.85 2.84 -0.57  0.06
H 0.26 2.37 1.57  -1.05
H -1.31 3.06 1.95  0.44
H -1.46 4.45 3.82  0.44
H -0.42 5.80 5.60  0.38
H 1.99 6.33 5.50  0.36
H 3.35 5.51 3.59  0.39
H 2.30 4.15 1.84  0.33
C 4.16 -0.22 3.59  -1.89
C 3.58 -0.01 2.19  2.32
C 2.81 1.31 2.13  -1.55
C 4.70 0.00 1.15  -2.03
O 2.78 -1.15 1.89  -0.49
P 1.18 -1.35 1.90  -0.31
O 0.95 -2.80 1.78  -0.93
O 0.56 -0.41 0.90  1.07
O 0.84 -0.80 3.41  -0.02
C -0.41 -1.06 4.08  1.66
C -0.44 -2.51 4.59  -1.75
C -1.60 -0.80 3.17  -1.05
C -0.42 -0.10 5.27  -1.84
H 4.88 0.55 3.85  0.41
H 4.65 -1.20 3.63  0.41
H 3.34 -0.23 4.31  0.24
H 3.48 2.15 2.33  0.68
H 2.00 1.30 2.85  0.14
H 2.38 1.42 1.14  0.18
H 5.41 0.80 1.37  0.37
H 4.28 0.16 0.16  0.36
H 5.22 -0.95 1.16  0.46
H -0.30 -3.18 3.74  0.32
H -1.40 -2.72 5.07  0.43
H 0.37 -2.67 5.30  0.36
H -1.51 -1.41 2.27  0.07
H -1.62 0.25 2.85  0.07
H -2.54 -1.03 3.67  0.51
H 0.46 -0.28 5.89  0.40
H -1.32 -0.25 5.87  0.43
H -0.39 0.93 4.91  0.28

Properties
Net charge: -2
E_HOMO in eV: -1.97
Kohn-Sham gap in eV: 6.032

=====

Entry 2:
One molecule with the formula C4H6N2O2, computed with ωB97M-V/def2-TZVPD.

Each line ends with the Mulliken charge.
Cartesian coordinates (Å):
C 0.37 -1.37 -0.89  -1.21
C -0.30 0.70 1.42  0.88
C -0.10 0.03 -0.65  0.66
C 0.32 1.09 -1.36  -0.84
O 0.30 -0.35 2.03  -0.45
N -1.76 0.29 1.10  -0.26
N -1.68 0.00 -0.06  -0.18
O -0.03 1.87 1.53  -0.49
H 0.31 -0.13 2.98  0.37
H 1.01 -1.44 -1.78  0.37
H -0.47 -2.05 -1.03  0.33
H 0.95 -1.73 -0.04  0.26
H 1.07 0.99 -2.14  0.28
H -0.01 2.09 -1.11  0.27

Properties
Structure (SMILES): C=C(C)/N=N\C(=O)O
E_HOMO in eV: -9.17
Kohn-Sham gap in eV: 8.525

=====

Entry 3:
A 10-piece molecular cluster, C11H42N10O10 overall, computed with ωB97M-V/def2-TZVPD.

Each line ends with the Mulliken charge.
Cartesian coordinates (Å):
C -4.26 17.48 14.67  -0.27
O -4.57 17.33 16.10  -0.56
H -3.28 17.02 14.59  0.17
H -4.97 16.98 14.01  0.26
H -4.10 18.50 14.30  0.04
H -4.07 18.02 16.54  0.33
C 0.58 13.36 12.66  -0.57
O 0.22 14.42 13.42  -0.38
H 1.66 13.41 12.51  0.24
H 0.24 12.47 13.19  0.32
H 0.10 13.44 11.68  0.15
H -0.74 14.38 13.43  0.18
C -3.79 20.21 11.71  -0.30
O -3.94 21.09 12.84  -0.69
H -4.61 20.39 11.02  0.36
H -2.85 20.34 11.18  0.26
H -3.95 19.19 12.04  -0.09
H -3.86 22.03 12.63  0.29
C 3.17 20.72 9.74  -0.56
O 4.50 20.47 9.39  -0.51
H 2.63 20.69 8.80  0.30
H 2.89 19.77 10.20  0.18
H 2.85 21.45 10.48  0.28
H 4.75 21.16 8.76  0.31
C 0.94 16.14 16.56  0.55
O 1.02 16.51 17.73  -0.68
N -0.02 16.53 15.73  -0.04
N 1.71 15.36 15.86  -0.28
H -0.11 15.97 14.90  0.03
H -0.81 17.06 16.08  0.08
H 1.61 15.38 14.85  0.18
H 2.39 14.84 16.39  0.21
C -1.68 14.40 8.68  0.66
O -2.79 14.18 8.17  -0.74
N -0.63 14.52 7.94  -0.41
N -1.44 14.63 9.90  -0.14
H -0.82 14.22 7.00  0.25
H 0.29 14.49 8.37  0.16
H -0.48 14.84 10.11  0.00
H -2.21 14.41 10.52  0.12
C -1.42 21.28 15.48  0.68
O -0.75 21.11 16.43  -0.69
N -1.48 22.28 14.75  -0.24
N -2.15 20.40 14.89  -0.09
H -2.15 22.27 13.99  0.07
H -0.95 23.12 14.94  0.19
H -2.72 20.66 14.09  0.22
H -2.16 19.45 15.20  -0.05
C -0.74 19.00 8.21  0.38
O -0.65 19.55 7.12  -0.74
N -1.55 18.03 8.45  -0.13
N 0.01 19.12 9.24  -0.20
H -1.73 17.82 9.42  0.20
H -2.25 17.67 7.82  0.21
H -0.35 18.72 10.10  0.38
H 0.55 19.96 9.37  0.14
C -4.71 16.48 10.47  0.57
O -3.79 16.71 11.27  -0.74
N -5.25 17.35 9.61  -0.40
N -5.35 15.35 10.31  -0.37
H -6.07 17.11 9.08  0.13
H -4.88 18.28 9.47  0.20
H -4.89 14.58 10.76  0.25
H -6.09 15.37 9.62  0.13
C 0.71 18.14 12.59  -1.66
C -0.58 17.42 12.39  1.10
O -1.40 18.04 11.43  -0.08
H 1.38 18.00 11.75  0.37
H 1.11 17.71 13.51  0.46
H 0.48 19.20 12.67  0.32
H -1.12 17.45 13.34  -0.18
H -0.42 16.42 11.99  -0.14
H -2.24 17.61 11.63  0.00

Properties
Structure (SMILES): NC(N)=O.NC(N)=O.NC(N)=O.NC(N)=O.NC(N)=O.CCO.CO.CO.CO.CO
E_HOMO in eV: -9.42
Kohn-Sham gap in eV: 9.252

=====

Entry 4:
One molecule with the formula C5H9N2O3P, computed with ωB97M-V/def2-TZVPD.

Each line ends with the Mulliken charge.
Cartesian coordinates (Å):
C -0.03 -0.94 -0.36  0.47
C -1.94 0.12 0.60  0.77
C 1.35 0.95 0.50  -0.30
C -1.58 0.32 -1.73  -1.09
C 2.24 -1.22 0.32  -1.12
N -1.17 -0.11 -0.39  0.10
N 1.05 -0.37 0.14  0.11
O -0.05 -2.11 -0.61  -0.62
O -3.05 0.55 0.63  -0.61
O -1.38 -0.36 1.80  -0.52
P 0.91 2.30 -0.46  -0.11
H 1.42 0.91 1.56  0.40
H -0.94 1.09 -2.14  0.31
H -1.58 -0.63 -2.42  0.29
H -2.54 0.64 -1.58  0.43
H 2.83 -1.07 1.16  0.40
H 1.85 -2.18 0.43  0.43
H 2.97 -1.27 -0.55  0.29
H -1.81 0.06 2.59  0.35
H 1.45 3.33 0.49  0.05

Properties
Structure (SMILES): [H]/P=C/N(C)C(=O)N(C)C(=O)O
E_HOMO in eV: -9.41
Kohn-Sham gap in eV: 8.820

=====

Entry 5:
C35H52BiO2P4 as an isolated structure, computed with ωB97M-V/def2-TZVPD.

Each line ends with the Mulliken charge.
Cartesian coordinates (Å):
Bi -0.17 0.29 -0.67  1.13
P 1.76 1.76 -1.86  1.08
P -1.04 3.09 0.64  1.13
P -1.83 1.90 -2.60  0.88
H -2.55 -6.33 -3.39  0.28
C -2.57 -5.66 -4.26  -0.53
C -1.46 -5.36 -4.95  -0.45
H -0.47 -5.75 -4.67  0.29
C 3.30 0.93 -1.37  -1.29
C 1.99 3.53 -1.53  -1.14
C 1.69 1.49 -3.66  -1.03
C -2.56 2.73 1.61  -1.24
C 0.17 3.22 2.02  -0.69
C -1.19 4.87 0.19  -1.32
C -1.99 0.87 -4.09  -1.14
C -1.62 3.59 -3.27  -1.27
C -3.54 1.91 -1.96  -1.38
H -3.55 -5.34 -4.62  0.29
H -1.51 -4.79 -5.88  0.25
H 3.09 -0.12 -1.09  0.30
H 3.75 1.44 -0.52  0.38
H 3.99 0.94 -2.22  0.62
H 2.13 3.70 -0.45  0.28
H 1.13 4.13 -1.87  0.14
H 2.90 3.89 -2.05  0.51
H 1.27 0.49 -3.88  0.12
H 2.73 1.54 -4.02  0.60
H 1.09 2.26 -4.16  0.33
H -2.76 3.55 2.32  0.51
H -2.43 1.79 2.16  0.08
H -3.41 2.62 0.92  0.34
H 0.00 4.10 2.66  0.63
H 1.19 3.26 1.62  0.04
H 0.10 2.31 2.64  -0.20
H -2.18 5.25 0.47  0.44
H -1.06 4.99 -0.89  0.23
H -0.41 5.44 0.72  0.48
H -2.54 1.44 -4.85  0.64
H -2.53 -0.06 -3.88  0.01
H -1.01 0.59 -4.50  0.33
H -1.89 3.59 -4.33  0.48
H -0.58 3.93 -3.17  0.16
H -2.27 4.30 -2.73  0.50
H -4.24 1.96 -2.81  0.50
H -3.71 2.77 -1.30  0.42
H -3.74 0.99 -1.40  0.31
C -0.80 -2.31 -2.43  0.13
C -2.09 -2.52 -1.87  -0.02
C -3.23 -2.56 -2.67  -0.63
C -3.11 -2.56 -4.06  -0.60
C -1.83 -2.51 -4.64  -0.66
C -0.68 -2.43 -3.85  -0.15
O 0.19 -1.90 -1.68  -0.94
H -1.58 -0.46 0.22  0.16
H -2.15 -2.53 -0.77  0.62
H -4.21 -2.62 -2.21  0.52
H -3.99 -2.70 -4.70  0.48
H -1.73 -2.61 -5.73  0.56
H 0.31 -2.43 -4.30  0.53
O 1.03 0.45 1.40  -0.10
P 1.27 -0.51 2.58  0.83
C 2.72 -1.50 2.21  0.62
C 2.88 -2.84 2.64  -0.48
C 4.08 -3.52 2.39  -0.73
C 5.13 -2.88 1.71  -0.58
C 4.98 -1.56 1.30  -0.69
C 3.79 -0.88 1.56  -0.49
C -0.26 -1.39 2.80  0.18
C -1.29 -0.76 3.52  -0.71
C -2.46 -1.45 3.84  -0.86
C -2.58 -2.80 3.45  -0.69
C -1.64 -3.36 2.57  -0.76
C -0.50 -2.64 2.20  -0.44
C 1.62 0.37 4.13  0.84
C 2.31 1.59 4.08  -0.06
C 2.76 2.18 5.27  -0.77
C 2.62 1.52 6.50  -0.61
C 1.92 0.31 6.54  -0.70
C 1.40 -0.26 5.37  -0.63
H 2.07 -3.36 3.16  0.44
H 4.17 -4.57 2.69  0.43
H 6.03 -3.43 1.48  0.42
H 5.78 -1.07 0.73  0.43
H 3.70 0.16 1.23  0.50
H -1.17 0.28 3.85  0.69
H -3.27 -0.94 4.37  0.50
H -3.42 -3.39 3.80  0.47
H -1.80 -4.37 2.15  0.48
H 0.18 -3.04 1.44  0.63
H 2.52 2.06 3.12  0.17
H 3.23 3.16 5.21  0.44
H 3.03 1.97 7.41  0.42
H 1.80 -0.21 7.49  0.44
H 0.82 -1.19 5.41  0.37

Properties
Net charge: +3
E_HOMO (alpha / beta) in eV: -15.68 / -15.68
Kohn-Sham gap (alpha / beta) in eV: 3.944 / 3.946

=====

E (computed, a.u.): -6480.7046 -415.8704 -1744.2310 -872.4475 -3094.3248